{
  "formula": "C33H35F12N2O5PW",
  "method": "the ωB97M-V functional and the def2-TZVPD basis",
  "species": ["W", "C", "C", "C", "C", "C", "H", "H", "H", "H", "H", "C", "C", "C", "C", "C", "N", "C", "C", "C", "C", "C", "C", "C", "C", "O", "C", "F", "F", "F", "C", "F", "F", "F", "C", "C", "C", "O", "C", "F", "F", "F", "C", "F", "F", "F", "H", "H", "H", "H", "H", "H", "H", "H", "H", "H", "H", "H", "C", "C", "N", "H", "H", "H", "C", "C", "O", "P", "O", "C", "C", "O", "C", "C", "H", "H", "H", "H", "H", "H", "H", "H", "H", "H", "H", "H", "H", "H", "H"],
  "xyz": [[-0.404, 0.010, 0.188], [0.197, -2.810, 2.719], [1.561, -2.890, 2.188], [1.909, -1.706, 1.660], [0.789, -0.745, 1.855], [-0.267, -1.562, 2.558], [-0.335, -3.621, 3.196], [2.187, -3.770, 2.228], [2.854, -1.443, 1.210], [1.116, 0.097, 2.456], [-1.200, -1.178, 2.934], [0.306, -6.800, -0.291], [0.355, -5.313, -0.507], [1.550, -4.652, -0.765], [1.576, -3.281, -0.938], [0.406, -2.543, -0.878], [0.458, -1.114, -1.138], [0.985, -0.783, -2.441], [1.090, -1.792, -3.402], [1.643, -1.546, -4.642], [2.124, -0.288, -4.986], [2.747, -0.015, -6.324], [1.962, 0.729, -4.052], [1.383, 0.505, -2.812], [1.124, 1.664, -1.894], [0.086, 1.320, -1.032], [2.375, 2.003, -1.034], [2.621, 0.966, -0.212], [3.445, 2.215, -1.776], [2.155, 3.077, -0.258], [0.592, 2.935, -2.634], [-0.271, 2.596, -3.584], [1.589, 3.633, -3.174], [-0.052, 3.731, -1.772], [-0.806, -3.182, -0.615], [-0.816, -4.556, -0.438], [-2.071, -2.340, -0.557], [-1.802, -1.188, 0.219], [-3.253, -3.013, 0.193], [-3.743, -4.029, -0.512], [-2.835, -3.469, 1.378], [-4.218, -2.130, 0.424], [-2.546, -1.913, -2.014], [-3.866, -1.899, -2.133], [-2.050, -2.764, -2.910], [-2.101, -0.684, -2.304], [1.260, -7.268, -0.526], [-0.466, -7.260, -0.908], [0.067, -7.027, 0.750], [2.473, -5.214, -0.833], [2.510, -2.775, -1.150], [0.727, -2.785, -3.191], [1.703, -2.357, -5.357], [3.094, -0.933, -6.793], [3.590, 0.669, -6.233], [2.019, 0.449, -6.994], [2.292, 1.726, -4.313], [-1.744, -5.075, -0.249], [-3.982, 3.225, -0.762], [-3.037, 2.173, -0.410], [-2.302, 1.339, -0.147], [-4.502, 2.956, -1.679], [-3.438, 4.156, -0.914], [-4.708, 3.352, 0.040], [-0.902, 5.821, 2.102], [-0.033, 4.831, 1.374], [-0.708, 3.524, 1.365], [-0.018, 2.171, 1.772], [0.858, 2.562, 3.016], [2.237, 2.143, 3.303], [2.262, 1.309, 4.557], [-1.226, 1.244, 2.283], [-2.037, 1.287, 3.510], [-2.462, 2.683, 3.887], [-0.385, 6.781, 2.146], [-1.099, 5.495, 3.123], [-1.851, 5.971, 1.588], [0.940, 4.728, 1.852], [0.113, 5.098, 0.331], [2.795, 3.067, 3.430], [2.639, 1.619, 2.434], [1.863, 1.873, 5.400], [3.295, 1.044, 4.786], [1.691, 0.384, 4.454], [-1.440, 0.819, 4.292], [-2.893, 0.652, 3.290], [-1.610, 3.306, 4.158], [-3.115, 2.608, 4.757], [-3.016, 3.167, 3.083]],
  "atomic_forces_ev_per_a": [[0.46, 0.41, -0.41], [0.30, -0.10, -0.06], [-0.13, -0.11, 0.06], [-0.02, 0.09, 0.06], [-0.38, -0.02, -0.33], [0.20, 0.00, 0.29], [0.05, 0.01, 0.02], [-0.03, 0.01, 0.01], [-0.03, 0.00, -0.03], [0.03, 0.02, 0.04], [-0.08, -0.03, -0.09], [-0.01, 0.06, 0.00], [-0.06, -0.05, 0.02], [0.03, -0.01, -0.01], [0.13, 0.03, -0.02], [-0.17, 0.01, 0.15], [-0.35, 0.20, 0.36], [0.01, -0.15, 0.05], [-0.02, 0.01, -0.02], [0.00, -0.02, -0.04], [0.02, 0.02, -0.03], [-0.03, 0.00, 0.04], [0.02, -0.02, -0.08], [0.06, 0.06, -0.04], [0.05, 0.19, 0.22], [0.21, -0.05, -0.43], [-0.18, 0.13, -0.33], [0.07, -0.11, 0.12], [-0.01, 0.00, 0.10], [0.04, -0.01, 0.05], [0.17, -0.05, -0.01], [-0.03, -0.04, 0.00], [-0.04, -0.01, -0.02], [0.00, 0.03, 0.07], [-0.03, 0.03, 0.00], [0.03, -0.11, -0.06], [-0.22, 0.07, -0.14], [-0.01, -0.17, 0.00], [0.19, -0.10, 0.11], [-0.06, 0.00, 0.01], [0.00, -0.01, -0.04], [-0.06, 0.04, -0.02], [-0.03, -0.36, 0.31], [0.02, 0.08, -0.03], [-0.06, 0.08, -0.02], [0.09, 0.14, -0.10], [-0.01, 0.01, 0.00], [0.01, 0.01, 0.00], [0.00, 0.01, -0.01], [-0.01, 0.01, 0.01], [-0.01, -0.01, 0.02], [0.00, 0.01, -0.03], [0.00, 0.01, 0.01], [0.00, 0.00, 0.01], [0.00, 0.00, 0.00], [0.00, -0.01, 0.01], [0.00, 0.00, 0.01], [0.00, 0.00, 0.00], [0.11, -0.11, 0.06], [-0.29, 0.11, -0.14], [0.39, 0.03, 0.07], [0.01, -0.04, -0.02], [0.03, 0.00, 0.00], [0.01, -0.02, 0.02], [-0.01, 0.02, 0.03], [-0.04, 0.05, 0.00], [0.07, 0.11, -0.02], [-0.46, -0.25, -0.07], [0.19, -0.10, -0.02], [0.02, 0.01, 0.05], [0.01, -0.01, 0.04], [-0.11, 0.01, 0.26], [-0.06, -0.02, 0.07], [0.00, -0.02, -0.01], [-0.03, 0.00, -0.02], [0.03, 0.02, -0.02], [0.01, -0.02, 0.01], [-0.02, -0.05, 0.02], [0.01, 0.00, -0.02], [-0.01, 0.03, -0.02], [-0.04, -0.01, -0.01], [0.01, 0.00, -0.01], [-0.02, 0.00, 0.01], [0.02, 0.02, 0.00], [0.01, 0.01, 0.00], [0.00, -0.01, -0.02], [0.00, -0.01, 0.00], [0.00, 0.03, 0.00], [0.00, -0.02, 0.00]],
  "total_charge": 2,
  "multiplicity": 1,
  "e_tot_ev": -91719.030
}



{
  "formula": "C33H35F5N4P2SZr",
  "method": "the ωB97M-V functional and the def2-TZVPD basis",
  "species": ["Zr", "C", "C", "C", "C", "C", "C", "C", "C", "C", "H", "H", "H", "H", "H", "H", "H", "H", "H", "H", "H", "H", "H", "H", "H", "P", "P", "N", "N", "N", "N", "C", "C", "C", "C", "C", "C", "C", "C", "C", "C", "C", "C", "C", "C", "C", "C", "C", "C", "H", "H", "H", "H", "H", "H", "H", "H", "H", "H", "H", "H", "H", "H", "H", "H", "H", "H", "H", "H", "F", "C", "C", "F", "C", "F", "C", "S", "C", "F", "C", "F"],
  "xyz": [[-0.676, -1.413, 2.146], [-0.720, 2.112, 3.552], [-1.113, 1.220, 2.587], [-0.518, 1.217, 1.193], [0.826, 0.534, 1.028], [2.089, 1.455, 1.091], [2.147, 2.698, 1.549], [1.070, 3.390, 2.288], [0.644, 2.644, 3.604], [1.103, -1.849, 3.305], [-1.383, 2.411, 4.356], [-2.094, 0.676, 2.702], [-0.428, 2.217, 0.768], [-1.275, 0.875, 0.443], [1.037, -0.252, 1.821], [0.881, 0.051, 0.036], [2.913, 0.993, 0.546], [3.079, 3.276, 1.460], [0.183, 3.610, 1.670], [1.466, 4.364, 2.603], [1.388, 1.853, 3.819], [0.694, 3.370, 4.434], [1.926, -1.102, 3.374], [1.546, -2.750, 2.811], [0.861, -2.109, 4.352], [1.485, -1.238, -2.142], [-2.208, -0.272, -1.715], [2.894, -0.245, -2.635], [1.979, -2.462, -3.313], [-2.360, 1.360, -2.340], [-3.742, -0.770, -2.618], [0.290, -0.351, -3.230], [-1.144, -0.917, -3.122], [4.059, -0.106, -1.868], [4.858, 0.863, -2.456], [4.193, 1.290, -3.651], [3.024, 0.558, -3.760], [2.355, -3.750, -2.926], [2.783, -4.444, -4.050], [2.616, -3.578, -5.179], [2.204, -2.339, -4.693], [-2.265, 2.550, -1.587], [-1.986, 3.587, -2.466], [-2.015, 3.067, -3.806], [-2.255, 1.706, -3.702], [-4.632, -0.161, -3.510], [-5.456, -1.140, -4.076], [-5.053, -2.402, -3.524], [-4.013, -2.150, -2.639], [0.563, -0.340, -4.299], [0.328, 0.695, -2.898], [-1.640, -0.811, -4.108], [-1.127, -2.006, -2.956], [4.189, -0.694, -0.964], [5.785, 1.252, -2.044], [4.466, 2.079, -4.345], [2.275, 0.595, -4.543], [2.247, -4.036, -1.886], [3.170, -5.447, -4.061], [2.715, -3.825, -6.225], [2.063, -1.410, -5.219], [-2.462, 2.564, -0.501], [-1.764, 4.605, -2.182], [-1.882, 3.613, -4.739], [-2.396, 0.971, -4.486], [-4.610, 0.896, -3.724], [-6.251, -0.972, -4.787], [-5.463, -3.377, -3.746], [-3.425, -2.832, -2.044], [0.576, -0.210, 9.677], [-0.006, -0.494, 8.498], [-0.609, 0.528, 7.771], [-0.724, 1.766, 8.302], [-1.201, 0.218, 6.548], [-2.130, 1.115, 6.099], [-1.067, -1.055, 5.941], [-1.753, -1.439, 4.312], [-0.587, -2.083, 6.773], [-0.718, -3.379, 6.369], [-0.084, -1.820, 8.043], [0.263, -2.810, 8.897]],
  "atomic_forces_ev_per_a": [[0.09, 2.25, 2.74], [-0.13, -1.78, -0.34], [-1.10, -0.44, 0.13], [-0.67, -0.29, -0.78], [1.03, 0.53, -0.59], [-0.46, -1.10, -0.64], [0.49, -0.19, -0.20], [-0.26, 0.94, 0.87], [0.67, 1.51, 0.05], [0.62, -0.10, 0.44], [-0.13, -0.47, 0.03], [0.45, 1.31, -0.15], [0.13, 0.03, 0.23], [0.39, -0.52, 0.75], [0.14, 0.22, -0.27], [0.07, -0.01, 0.41], [0.04, 0.29, 0.28], [-0.34, -0.53, -0.23], [0.47, 0.12, 0.28], [-0.27, -0.23, -0.15], [-0.48, 0.21, -0.03], [0.11, -0.41, -0.30], [-0.52, -0.36, -0.25], [-0.22, 0.25, 0.05], [0.12, -0.10, -0.64], [2.59, 0.06, -3.98], [-2.58, 0.99, -4.56], [-0.11, 0.11, 1.19], [-0.50, -0.81, 0.59], [0.23, 0.47, 0.51], [0.52, -1.57, 1.23], [-0.78, 0.28, 0.51], [0.52, -0.69, 0.20], [-0.29, 0.94, -0.42], [-0.61, -0.40, 0.23], [-0.65, -0.54, 0.18], [0.39, 0.82, 0.51], [0.11, -0.09, -1.06], [-0.66, 0.72, 0.60], [-0.25, 1.13, 1.16], [-0.24, -1.42, 0.14], [0.64, 0.29, -0.66], [-0.31, -0.72, 0.48], [-0.09, -1.14, 0.60], [0.45, 1.02, 0.41], [-0.44, -0.71, -0.32], [1.32, 0.31, 1.12], [0.70, 0.62, 0.55], [-0.81, 0.56, -0.73], [0.08, -0.22, 0.73], [-0.15, 0.03, -0.12], [-0.08, 0.07, 0.94], [0.14, 0.08, -0.11], [0.03, 0.14, -0.22], [-0.16, -0.23, -0.23], [0.23, -0.35, 0.14], [0.31, 0.12, 0.37], [0.18, -0.08, -0.21], [-0.11, -0.11, -0.01], [0.35, 0.05, 0.10], [-0.09, -0.20, 0.02], [0.24, -0.05, -0.89], [-0.29, -0.02, -0.02], [-0.10, -0.17, 0.41], [0.13, 0.26, 0.27], [-0.04, -0.13, 0.26], [0.12, 0.08, 0.06], [0.02, 0.14, 0.03], [-0.06, -0.04, 0.02], [-0.82, -0.47, -1.32], [0.57, 0.07, 0.90], [-0.20, 0.56, 0.13], [0.10, -1.37, -0.68], [-1.03, 0.42, 0.00], [1.30, -0.70, -0.31], [-0.28, 0.19, 0.10], [-0.09, -0.34, -0.21], [-0.19, -1.14, -0.34], [0.46, 1.44, 0.28], [0.22, -0.40, 0.98], [-0.19, 0.98, -1.26]],
  "total_charge": 2,
  "multiplicity": 1,
  "e_tot_ev": -85005.358
}



{
  "formula": "C33H35FN5O6S2Sr",
  "method": "the ωB97M-V functional and the def2-TZVPD basis",
  "species": ["Sr", "O", "C", "C", "C", "N", "C", "C", "C", "O", "O", "C", "O", "O", "H", "H", "H", "C", "C", "C", "C", "C", "C", "C", "C", "C", "C", "C", "C", "N", "C", "C", "C", "C", "C", "C", "F", "H", "H", "H", "H", "H", "H", "H", "H", "H", "H", "H", "H", "H", "H", "H", "H", "H", "H", "H", "H", "H", "S", "C", "N", "C", "C", "C", "N", "H", "H", "H", "H", "H", "H", "H", "H", "O", "C", "S", "C", "C", "N", "C", "H", "H", "H"],
  "xyz": [[0.420, -0.332, -0.142], [-2.807, 4.664, 2.636], [-2.111, 3.623, 2.094], [-0.727, 3.661, 1.972], [-0.096, 2.562, 1.412], [-0.804, 1.521, 0.998], [-2.128, 1.477, 1.091], [-2.835, 2.519, 1.662], [-2.821, 0.236, 0.481], [-3.972, 0.007, 0.814], [-2.079, -0.422, -0.333], [1.452, 2.498, 1.250], [2.090, 3.468, 1.648], [1.875, 1.442, 0.687], [-2.182, 5.359, 2.871], [-0.128, 4.503, 2.296], [-3.912, 2.478, 1.743], [5.153, -3.993, 0.349], [4.028, -2.970, 0.480], [4.503, -1.588, 0.026], [3.457, -2.870, 1.883], [4.296, -2.950, 2.987], [3.799, -2.783, 4.270], [2.455, -2.518, 4.443], [1.578, -2.428, 3.363], [0.151, -2.007, 3.677], [0.062, -0.478, 3.626], [-0.988, -2.644, 2.883], [2.081, -2.623, 2.066], [1.238, -2.514, 0.933], [0.785, -3.705, 0.464], [1.026, -4.978, 1.038], [0.494, -6.150, 0.518], [-0.309, -6.148, -0.609], [-0.557, -4.921, -1.227], [-0.012, -3.785, -0.701], [-0.261, -2.604, -1.391], [5.417, -4.132, -0.702], [4.862, -4.963, 0.756], [6.061, -3.673, 0.866], [3.215, -3.283, -0.175], [5.315, -1.235, 0.668], [3.714, -0.834, 0.089], [4.881, -1.618, -1.001], [5.353, -3.137, 2.845], [4.463, -2.845, 5.124], [2.062, -2.369, 5.444], [-0.004, -2.304, 4.720], [0.392, -0.093, 2.660], [0.708, -0.015, 4.375], [-0.963, -0.131, 3.781], [-1.111, -2.224, 1.884], [-1.924, -2.468, 3.418], [-0.865, -3.722, 2.763], [1.634, -5.029, 1.931], [0.717, -7.083, 1.023], [-0.736, -7.057, -1.009], [-1.170, -4.842, -2.116], [-2.284, 2.845, -2.407], [-1.812, 1.573, -3.418], [-1.847, 0.296, -3.029], [-1.519, -0.803, -3.921], [-0.355, -0.388, -4.807], [-0.757, 0.860, -5.573], [-1.388, 1.826, -4.679], [-2.098, 0.105, -2.059], [-2.386, -1.067, -4.540], [-1.289, -1.671, -3.308], [-0.090, -1.182, -5.509], [0.509, -0.167, -4.183], [-1.449, 0.596, -6.380], [0.117, 1.333, -6.026], [-1.335, 2.807, -4.892], [2.680, -2.871, -3.147], [2.248, -1.950, -2.668], [3.847, 2.608, -1.595], [2.395, 3.497, -1.623], [1.385, 2.709, -2.072], [1.745, 1.424, -2.411], [3.023, 1.256, -2.204], [2.327, 4.506, -1.254], [0.345, 2.998, -2.152], [3.538, 0.323, -2.380]],
  "atomic_forces_ev_per_a": [[0.17, -0.26, -0.53], [0.09, 0.02, 0.00], [-0.13, 0.13, 0.08], [0.13, -0.08, -0.05], [0.01, 0.27, 0.27], [0.38, -0.34, -0.31], [-0.20, 0.20, 0.00], [0.03, -0.10, -0.03], [0.16, 0.41, 0.22], [-0.06, -0.03, -0.06], [0.18, -0.11, 0.12], [-0.61, 0.02, 0.00], [0.08, 0.04, -0.02], [-0.02, -0.15, 0.21], [-0.05, -0.05, -0.02], [-0.02, 0.01, 0.01], [0.00, -0.01, -0.01], [0.06, -0.06, -0.01], [-0.07, 0.00, 0.06], [0.05, 0.12, -0.02], [0.01, -0.02, 0.03], [-0.02, 0.02, -0.04], [0.07, -0.02, 0.03], [-0.04, -0.02, 0.02], [0.02, -0.03, -0.03], [0.04, 0.01, 0.01], [-0.04, 0.03, 0.01], [-0.16, -0.06, -0.04], [0.01, 0.27, -0.08], [-0.06, -0.14, -0.19], [-0.01, 0.05, -0.17], [0.01, -0.10, 0.05], [0.09, 0.06, 0.11], [-0.09, 0.09, -0.16], [0.04, -0.16, 0.04], [0.02, 0.07, -0.03], [0.11, 0.09, 0.20], [-0.02, 0.02, 0.00], [-0.04, 0.01, -0.01], [-0.01, 0.03, 0.02], [0.00, -0.02, -0.01], [0.01, -0.03, 0.00], [-0.04, -0.07, 0.01], [-0.01, -0.01, -0.02], [0.01, 0.00, 0.01], [-0.02, -0.01, 0.00], [0.00, 0.01, 0.00], [-0.02, 0.04, 0.02], [0.02, -0.02, -0.01], [0.00, -0.02, 0.01], [0.01, -0.02, 0.02], [0.03, 0.03, 0.06], [-0.02, -0.02, -0.01], [0.06, 0.02, 0.04], [0.01, 0.01, 0.00], [-0.02, -0.01, -0.02], [0.01, -0.01, 0.02], [0.00, 0.01, -0.01], [0.03, -0.08, -0.09], [-0.05, 0.07, 0.06], [0.13, 0.07, -0.23], [-0.06, 0.01, 0.04], [-0.05, -0.02, -0.01], [-0.05, 0.11, -0.02], [0.08, -0.06, 0.05], [-0.19, -0.10, 0.19], [-0.01, 0.03, 0.00], [0.07, 0.01, -0.01], [-0.02, 0.00, 0.02], [0.07, 0.02, 0.08], [0.01, 0.00, -0.01], [0.00, -0.03, -0.01], [-0.01, -0.02, -0.02], [-0.04, 0.05, -0.01], [0.01, -0.12, 0.11], [0.09, 0.13, 0.02], [-0.14, -0.02, -0.05], [-0.06, -0.02, -0.08], [0.09, -0.09, 0.21], [-0.10, -0.13, -0.08], [0.05, 0.00, 0.01], [0.01, 0.04, 0.00], [0.00, 0.02, 0.01]],
  "total_charge": -1,
  "multiplicity": 1,
  "e_tot_ev": -79756.600
}



Table of LUMO (Ha), in record order: -0.2833; -0.3382; 0.0807
Table of relative energy (zero: lowest compared OMol25 entry of this formula, charge and spin) (kJ/mol), in record order: 165.3; 99.6; 33.5
Table of F_max (eV Å⁻¹), in record order: 0.74; 5.33; 0.61